{"formula": "C7H11N2", "method": "the ωB97M-V functional and the def2-TZVPD basis", "species": ["C", "C", "C", "C", "C", "C", "C", "N", "N", "H", "H", "H", "H", "H", "H", "H", "H", "H", "H", "H"], "xyz": [[-2.921633, -0.260146, -0.133232], [-2.087419, -1.359909, 0.230555], [-2.784913, 1.076182, -0.303731], [-0.767821, -1.670808, 0.465596], [-1.608581, 1.737056, -0.535067], [-0.426643, 0.938448, -0.445757], [0.378014, -0.939282, 0.051659], [3.721868, 0.743514, 0.355035], [1.662139, -1.050380, -0.036774], [-3.966121, -0.710656, -0.329572], [-2.601309, -2.272066, 0.161739], [-3.588955, 1.832986, -0.257273], [-0.491017, -2.644470, 0.915753], [-1.318368, 2.739093, -0.918980], [0.462280, 1.493595, -0.449260], [4.354885, 0.560730, -0.454029], [3.807587, 0.245197, 1.168537], [2.144495, -2.006008, 0.042153], [2.455527, -0.171845, -0.020368], [3.575976, 1.718769, 0.493023]], "atomic_forces_ev_per_a": [[-2.380, -2.294, -0.116], [0.959, 0.751, -1.330], [-1.774, 1.856, 0.078], [2.431, -0.220, -0.108], [5.984, -2.804, -0.136], [0.226, -1.112, 0.711], [-3.387, 4.413, -0.130], [-0.889, 0.288, -4.019], [1.426, -0.648, 0.049], [1.461, 1.334, 0.771], [-1.234, -1.028, 0.658], [-0.557, -1.350, -0.332], [-0.640, 0.341, -0.362], [-1.187, -0.511, 0.712], [1.363, 0.678, -0.329], [-0.386, 0.109, 1.586], [1.213, -1.231, 2.254], [-1.346, 1.657, -0.055], [-1.321, -0.806, -0.089], [0.037, 0.580, 0.186]], "fmax_ev_per_a": 6.61, "total_charge": 1, "gap_ev": [7.52, 7.52], "total_energy_ev": -10405.5440, "e_homo_ev": [-12.360, -12.361], "relative_energy_ev": 6.175, "multiplicity": 1}



{"formula": "C7H11N2OS", "method": "the ωB97M-V functional and the def2-TZVPD basis", "species": ["C", "C", "C", "C", "C", "C", "C", "N", "N", "O", "S", "H", "H", "H", "H", "H", "H", "H", "H", "H", "H", "H"], "xyz": [[-1.530710, -0.591765, -1.744420], [-2.675360, -0.267621, -2.442982], [-1.512214, 1.843870, -1.616573], [-0.878929, 0.569818, -1.157304], [3.141847, 1.993009, 0.491791], [0.590231, -0.980274, 1.431944], [0.209605, 0.583523, -0.410001], [2.638702, 3.048506, 0.637632], [0.913151, -0.710398, -0.012126], [3.334374, 0.848091, 0.400429], [-3.047081, 1.420957, -2.537363], [-1.204173, -1.638888, -1.873218], [-3.363192, -1.111929, -2.817523], [-1.942712, 2.458171, -0.809918], [1.066265, -1.868680, 1.699972], [1.018274, -0.202175, 2.133140], [-0.475001, -1.280741, 1.580490], [0.656853, 1.438758, -0.118954], [-0.791490, 2.356616, -2.151946], [3.011990, 3.993942, 0.790539], [1.968927, -0.612119, -0.112178], [0.536383, -1.234673, -0.790228]], "atomic_forces_ev_per_a": [[-1.592, -0.138, -1.474], [0.228, -1.571, 0.700], [-2.363, -0.717, 1.553], [-0.143, -1.226, -0.598], [-0.330, -1.266, 0.272], [-0.724, -0.343, 0.389], [0.140, -2.331, -0.308], [-0.015, 3.152, 0.264], [0.195, 3.087, -0.026], [0.700, -0.943, -0.336], [0.283, -0.487, -0.313], [0.101, 0.654, 0.764], [1.099, 1.825, 0.249], [0.767, -0.148, -0.034], [1.228, -1.532, 0.358], [-0.923, -0.472, -1.311], [0.639, 1.187, -0.323], [1.466, 2.493, 1.257], [0.996, 1.378, -1.429], [-0.332, -0.951, -0.198], [-1.526, 0.014, -0.018], [0.108, -1.664, 0.563]], "fmax_ev_per_a": 3.16, "total_charge": 1, "gap_ev": 8.52, "total_energy_ev": -23291.9458, "e_homo_ev": -11.574, "relative_energy_ev": 1.265, "multiplicity": 1}



{"formula": "C7H11N2OS", "method": "the ωB97M-V functional and the def2-TZVPD basis", "species": ["C", "C", "C", "C", "C", "C", "C", "N", "N", "O", "S", "H", "H", "H", "H", "H", "H", "H", "H", "H", "H", "H"], "xyz": [[2.683171, 1.380586, 0.020389], [2.986720, 0.109707, 0.136223], [1.565958, -1.816930, 0.942672], [1.517099, 2.070031, 0.558131], [-0.871711, 0.385549, 0.378809], [-1.663370, -0.414801, -0.339993], [-2.143105, -0.107482, -1.717095], [2.111831, -0.900296, 0.437248], [-2.453031, -1.417459, 0.373239], [0.940090, -2.674516, 1.374689], [0.033908, 1.701483, -0.384925], [3.520416, 1.997702, -0.228800], [4.003053, -0.301126, -0.325580], [1.493810, 1.934106, 1.747120], [1.486775, 3.219933, 0.417261], [-0.531493, 0.102175, 1.443951], [-2.800730, 0.661449, -1.785416], [-2.694344, -0.968680, -2.129667], [-1.153928, 0.044424, -2.279295], [-2.579802, -2.151614, -0.323372], [-3.496679, -1.075390, 0.518167], [-1.954639, -1.778852, 1.166242]], "atomic_forces_ev_per_a": [[1.228, 0.851, 0.539], [2.416, -2.508, -2.211], [1.213, 1.858, -0.899], [-1.156, 2.004, 2.819], [5.172, 5.008, 5.487], [-3.073, -3.628, -3.983], [3.292, -3.198, -0.116], [-0.081, 0.397, 0.211], [-2.197, 1.140, -1.877], [-1.578, -2.111, 1.067], [-1.650, -1.827, 0.609], [0.245, 0.377, -0.489], [-2.149, 1.119, 1.331], [-0.613, 0.092, -2.567], [0.704, -1.853, 0.158], [-0.444, 0.492, -1.929], [-1.753, 2.954, -0.205], [0.485, 0.104, -0.139], [-1.903, 0.044, 0.146], [0.078, -0.476, 0.300], [1.917, -0.606, 0.804], [-0.154, -0.231, 0.943]], "fmax_ev_per_a": 9.05, "total_charge": 1, "gap_ev": [5.98, 6.42], "total_energy_ev": -23287.6873, "e_homo_ev": [-9.157, -12.720], "relative_energy_ev": 0.000, "s_squared": 2.0074, "multiplicity": 3}



{"formula": "C7H11N3O2", "method": "the ωB97M-V functional and the def2-TZVPD basis", "species": ["C", "C", "C", "C", "C", "C", "C", "N", "N", "N", "O", "O", "H", "H", "H", "H", "H", "H", "H", "H", "H", "H", "H"], "xyz": [[-1.670893, 1.843114, 0.186039], [-2.228257, 0.553013, 0.009102], [-0.006192, 0.475634, 0.082929], [2.621813, 1.148214, 0.105080], [-3.674867, 0.171812, -0.214613], [1.678105, -2.403016, -0.185327], [1.722039, -0.052282, 0.331120], [-0.330343, 1.735758, 0.222804], [-1.145628, -0.250270, -0.066593], [2.043600, -1.010011, -0.592739], [3.682432, 0.995162, -0.496728], [2.177068, 2.313144, 0.539982], [-2.204865, 2.799226, 0.343493], [-4.278466, 1.099356, -0.425481], [-3.688638, -0.534464, -0.977880], [-3.930183, -0.397632, 0.790039], [0.611630, -2.335008, 0.023268], [1.750230, -3.103840, -1.100676], [2.292822, -2.877703, 0.587250], [1.717440, -0.410312, 1.440657], [1.159768, 2.257433, 0.612097], [-1.263334, -1.301006, -0.157487], [2.964711, -0.716320, -1.056343]], "atomic_forces_ev_per_a": [[-2.094, -1.089, -0.040], [-0.192, 3.690, -0.336], [2.797, -0.318, 0.816], [0.931, 0.687, -0.740], [0.950, 0.418, 3.619], [0.662, 0.123, -2.964], [-3.789, 0.592, 1.232], [1.004, 0.140, 0.478], [0.027, -3.421, -0.132], [1.581, -1.816, -0.987], [-1.342, 0.408, 1.085], [0.080, -0.458, -0.045], [0.477, -0.823, -0.302], [0.488, -1.303, 0.409], [-0.565, -1.104, -1.562], [-0.394, 1.268, -2.026], [0.141, -0.439, 0.567], [-0.040, 1.174, 1.304], [-0.263, 0.415, 0.292], [0.085, 0.779, -1.641], [0.357, 0.314, -0.074], [0.657, 2.088, 0.096], [-1.560, -1.325, 0.950]], "fmax_ev_per_a": 4.03, "total_charge": 0, "gap_ev": 9.14, "total_energy_ev": -16001.4003, "e_homo_ev": -8.663, "relative_energy_ev": 1.458, "multiplicity": 1, "smiles": "CN[C@@H](C(=O)O)c1ncc(C)[nH]1"}



{"formula": "C7H11N3O3", "method": "the ωB97M-V functional and the def2-TZVPD basis", "species": ["C", "C", "C", "C", "C", "C", "C", "H", "H", "H", "H", "H", "H", "H", "H", "H", "H", "H", "N", "N", "N", "O", "O", "O"], "xyz": [[-1.081671, -3.931024, -0.587612], [-0.004863, -3.852843, 0.397332], [0.286258, -2.704639, 0.996407], [-1.427835, -1.429612, -0.101049], [1.066401, 2.102978, -1.812587], [0.844996, 1.827713, -0.415423], [0.170556, 3.277458, 1.547181], [-2.371755, -2.461961, -1.460681], [0.785718, -4.684101, 0.517585], [1.145520, -2.625315, 1.655250], [-0.118976, -0.686594, 1.369009], [1.761002, 3.182121, -1.659413], [0.037257, 2.259466, -2.436848], [1.704776, 1.297884, -2.026149], [0.772876, 3.867418, -0.353224], [0.001721, 2.372184, 2.082198], [1.081193, 3.752870, 2.161301], [-0.723745, 4.078970, 1.392458], [-1.700262, -2.669211, -0.744667], [-0.442096, -1.535067, 0.851561], [0.707267, 3.103836, 0.230026], [-1.336108, -4.875013, -1.302815], [-1.839281, -0.340645, -0.405711], [0.681053, 0.673129, 0.105871]], "atomic_forces_ev_per_a": [[0.645, 0.511, -0.369], [1.693, -1.962, -0.133], [-0.275, 1.286, 0.662], [1.920, -0.605, 0.166], [0.232, 3.701, -1.081], [-2.640, -0.139, 3.837], [1.351, 4.229, 0.440], [-0.267, -0.805, -0.521], [-1.891, 1.186, -0.341], [-0.137, 0.053, -0.072], [-0.612, -0.993, -1.288], [-1.893, -3.234, -1.717], [2.843, -0.564, 1.469], [0.761, -0.911, -1.878], [0.033, 1.675, -1.098], [-0.854, -0.720, -0.170], [-2.299, -0.450, -0.821], [1.860, -2.186, 1.233], [-0.455, 1.712, 0.632], [0.766, -0.775, 1.477], [-0.211, -5.554, 1.120], [-0.330, 0.301, 0.303], [-1.470, -0.289, -0.547], [1.231, 4.534, -1.300]], "fmax_ev_per_a": 5.67, "total_charge": 0, "gap_ev": 9.55, "total_energy_ev": -18049.1149, "e_homo_ev": -9.003, "relative_energy_ev": 1.804, "multiplicity": 1, "smiles": "O=c1cc[nH]c(=O)[nH]1.CNC(C)=O"}